1.
{
  "formula": "AlBH18O7",
  "method": "ωB97M-V/def2-TZVPD",
  "multiplicity": 1,
  "homo_lumo_gap_ev": 3.1,
  "total_charge": 2,
  "max_force_ev_per_a": 2.317,
  "e_above_lowest_kcal_mol": 0.0,
  "lumo_energy_ev": -14.8,
  "e_tot_ev": -21871.7327,
  "species": ["Al", "B", "H", "H", "H", "H", "O", "H", "H", "O", "H", "H", "O", "H", "H", "O", "H", "H", "O", "H", "H", "O", "H", "H", "O", "H", "H"],
  "coordinates": [[0.43, 12.40, 7.98], [-1.98, 11.88, 6.17], [-2.18, 10.70, 6.07], [-2.93, 12.52, 5.83], [-1.98, 12.04, 7.41], [-0.95, 12.14, 5.64], [-1.45, 10.93, 9.65], [-2.06, 10.31, 9.22], [-1.77, 11.01, 10.56], [1.28, 11.49, 4.97], [2.08, 11.36, 4.45], [0.56, 11.30, 4.36], [-4.67, 14.16, 6.42], [-4.04, 13.48, 6.67], [-4.61, 14.84, 7.11], [0.13, 9.50, 7.09], [-0.33, 8.78, 7.55], [0.62, 9.07, 6.38], [-1.85, 8.61, 4.91], [-1.44, 8.54, 4.03], [-1.60, 9.47, 5.25], [-3.30, 9.65, 7.97], [-4.19, 10.00, 7.84], [-2.76, 10.02, 7.25], [-2.64, 12.55, 3.05], [-2.88, 12.16, 3.90], [-3.48, 12.68, 2.59]],
  "mulliken_charge": [1.275, 0.879, -0.297, -0.233, -0.014, -0.212, -0.548, 0.342, 0.303, -0.576, 0.306, 0.282, -0.513, 0.262, 0.357, -0.534, 0.320, 0.302, -0.494, 0.357, 0.317, -0.663, 0.362, 0.230, -0.468, 0.285, 0.373]
}


2.
{
  "formula": "AlBH6O",
  "method": "ωB97M-V/def2-TZVPD",
  "multiplicity": 1,
  "homo_lumo_gap_ev": 1.6,
  "total_charge": 2,
  "max_force_ev_per_a": 7.252,
  "e_above_lowest_kcal_mol": 90.6,
  "lumo_energy_ev": -16.1,
  "e_tot_ev": -9388.3155,
  "species": ["Al", "B", "H", "H", "H", "H", "O", "H", "H"],
  "coordinates": [[0.40, 1.45, -1.82], [-2.61, -2.29, -0.52], [-2.21, -1.54, 0.14], [-3.19, -1.75, -1.26], [-1.82, -2.92, -0.89], [-3.30, -2.93, 0.01], [3.94, 3.24, 1.22], [4.48, 2.64, 1.74], [4.31, 4.11, 1.39]],
  "mulliken_charge": [1.002, -0.208, 0.188, 0.260, 0.251, 0.274, -0.519, 0.375, 0.377]
}


3.
{
  "formula": "AlF",
  "method": "ωB97M-V/def2-TZVPD",
  "multiplicity": 1,
  "homo_lumo_gap_ev": 6.0,
  "total_charge": 2,
  "max_force_ev_per_a": 1.923,
  "e_above_lowest_kcal_mol": 66.0,
  "lumo_energy_ev": -20.0,
  "e_tot_ev": -9282.7508,
  "species": ["Al", "F"],
  "coordinates": [[-1.26, -0.56, 0.45], [1.26, 0.56, -0.45]],
  "mulliken_charge": [1.869, 0.131]
}


4.
{
  "formula": "AlF2N2O7S2",
  "method": "ωB97M-V/def2-TZVPD",
  "multiplicity": 1,
  "homo_lumo_gap_ev": 1.3,
  "total_charge": 1,
  "max_force_ev_per_a": 8.971,
  "e_above_lowest_kcal_mol": 38.7,
  "lumo_energy_ev": -10.9,
  "e_tot_ev": -50991.6966,
  "species": ["Al", "N", "S", "O", "O", "F", "S", "O", "O", "F", "N", "O", "O", "O"],
  "coordinates": [[-13.80, 18.43, -18.06], [-17.33, 22.71, -16.78], [-18.53, 23.08, -15.83], [-19.87, 23.15, -16.42], [-18.22, 23.84, -14.66], [-18.55, 21.62, -15.21], [-17.48, 24.23, -17.51], [-16.81, 25.32, -16.86], [-18.62, 24.58, -18.31], [-16.46, 24.02, -18.75], [-18.21, 12.70, -18.38], [-17.54, 13.71, -18.56], [-17.78, 11.64, -18.88], [-19.17, 12.78, -17.61]],
  "mulliken_charge": [0.999, -0.152, 1.127, -0.416, -0.426, -0.260, 1.133, -0.441, -0.428, -0.280, 1.123, -0.337, -0.320, -0.321]
}


5.
{
  "formula": "AlH8O4",
  "method": "ωB97M-V/def2-TZVPD",
  "multiplicity": 1,
  "homo_lumo_gap_ev": 8.1,
  "total_charge": 3,
  "max_force_ev_per_a": 6.432,
  "e_above_lowest_kcal_mol": 88.7,
  "lumo_energy_ev": -18.9,
  "e_tot_ev": -14878.7453,
  "species": ["Al", "O", "H", "H", "O", "H", "H", "O", "H", "H", "O", "H", "H"],
  "coordinates": [[-0.44, -1.22, 0.21], [-0.23, 0.79, 0.04], [-0.52, 1.47, -0.56], [0.56, 1.15, 0.45], [-2.08, -0.11, 0.14], [-2.78, 0.00, 0.79], [-2.34, 0.45, -0.59], [0.93, -0.57, -1.16], [1.52, -1.12, -1.67], [0.97, 0.29, -1.58], [1.29, -0.41, 0.97], [1.88, -1.04, 1.39], [1.25, 0.32, 1.58]],
  "mulliken_charge": [1.287, -0.455, 0.429, 0.351, -0.305, 0.418, 0.429, -0.315, 0.395, 0.375, -0.385, 0.410, 0.367]
}


6.
{
  "formula": "AlN2O6",
  "method": "ωB97M-V/def2-TZVPD",
  "multiplicity": 1,
  "homo_lumo_gap_ev": 3.0,
  "total_charge": 1,
  "max_force_ev_per_a": 3.908,
  "e_above_lowest_kcal_mol": 115.4,
  "lumo_energy_ev": -11.0,
  "e_tot_ev": -21839.3046,
  "species": ["Al", "N", "O", "O", "O", "N", "O", "O", "O"],
  "coordinates": [[1.55, 2.21, 0.86], [-1.74, 1.21, -0.76], [-1.61, 0.14, -1.33], [-2.07, 2.24, -1.40], [-1.24, 1.41, 0.35], [1.25, -1.82, 0.63], [2.37, -2.33, 0.76], [1.00, -0.73, 1.08], [0.49, -2.34, -0.19]],
  "mulliken_charge": [1.002, 1.067, -0.326, -0.332, -0.435, 1.111, -0.354, -0.437, -0.296]
}